[1]
105
Properties=species:S:1:pos:R:3:forces:R:3:mulliken_charge:R:1 method="wB97M-V/def2-TZVPD" total_charge=+2 fmax_ev_per_a=1.3 homo_energy_ev=-12.17 energy_ha=-3255.98938 e_above_lowest_ev=2.280
Ir 0.16389 -0.48174 0.05897 0.5 -1.2 0.0 2.99
C 4.95646 4.58538 2.70061 0.0 0.0 0.0 -0.70
S 4.47049 5.28892 1.11183 0.0 0.0 0.0 -0.10
C 5.16311 4.06503 -0.03856 0.0 0.0 0.0 -1.06
C 4.13185 3.08450 -0.58533 0.0 0.0 0.0 -0.22
C 3.43058 2.30080 0.51531 0.1 0.1 -0.2 -1.05
N 2.45627 1.33627 -0.02324 0.0 -0.2 0.4 -0.10
P 2.76304 -0.33360 -0.21285 -0.5 0.7 0.0 -0.18
C 4.28117 -0.50503 -1.15933 0.0 -0.1 0.0 0.73
C 5.52762 -0.43931 -0.53508 0.0 0.0 0.0 -0.42
C 6.68115 -0.45642 -1.30218 0.0 0.0 0.0 -0.81
C 6.59544 -0.54724 -2.68551 0.0 0.0 0.0 -0.56
C 5.35775 -0.63208 -3.30914 0.0 0.0 0.0 -0.86
C 4.19992 -0.61439 -2.54754 0.0 0.0 0.0 -0.38
C 3.11746 -1.02173 1.42505 0.1 -0.1 0.0 0.99
C 2.78589 -0.35146 2.59757 -0.1 0.0 0.0 -0.19
C 2.93300 -0.98570 3.82365 0.0 0.0 0.0 -0.73
C 3.39296 -2.29288 3.88511 0.0 0.0 0.0 -0.73
C 3.71652 -2.97229 2.71562 0.0 0.0 0.0 -0.75
C 3.57953 -2.34090 1.48906 0.0 0.0 0.0 -0.84
P 0.79017 1.65140 -0.24479 -0.1 -0.1 -0.3 -0.14
C 0.29672 2.98785 0.82004 0.0 -0.1 0.1 0.70
C 0.48111 4.31793 0.43963 0.0 0.0 0.0 -0.16
C 0.14800 5.33003 1.32308 0.0 0.0 0.0 -0.84
C -0.37131 5.01469 2.57218 0.0 0.0 0.0 -0.58
C -0.56287 3.69132 2.94762 0.0 0.0 0.0 -0.86
C -0.22866 2.66838 2.07423 0.0 0.1 0.0 -0.47
C 0.57501 2.15867 -1.96151 0.0 0.1 0.1 0.93
C -0.66724 2.64588 -2.37064 0.0 0.0 0.0 -0.52
C -0.87093 2.97787 -3.69911 0.0 0.0 0.0 -0.81
C 0.15490 2.82010 -4.62327 0.0 0.0 0.0 -0.68
C 1.39191 2.33935 -4.21863 0.0 0.0 0.0 -1.02
C 1.60370 2.00835 -2.88883 0.1 0.0 0.0 -0.41
H 4.68626 5.31504 3.46173 0.0 0.0 0.0 0.38
H 6.03392 4.43442 2.73922 0.0 0.0 0.0 0.30
H 4.44192 3.64969 2.91990 0.0 0.0 0.0 0.11
H 5.97495 3.53709 0.46614 0.0 0.0 0.0 0.41
H 5.61123 4.62423 -0.85902 0.0 0.0 0.0 0.48
H 4.61707 2.38337 -1.27291 0.0 0.0 0.0 0.08
H 3.38280 3.63362 -1.16425 0.0 0.0 0.0 0.22
H 2.90666 2.99104 1.18114 0.0 0.0 0.0 0.73
H 4.15727 1.75554 1.12556 0.0 0.0 0.0 0.73
H 5.59623 -0.37338 0.54401 0.0 0.0 0.0 0.42
H 7.64809 -0.40086 -0.82081 0.0 0.0 0.0 0.46
H 7.49919 -0.55970 -3.27964 0.0 0.0 0.0 0.44
H 5.29657 -0.71660 -4.38550 0.0 0.0 0.0 0.46
H 3.23261 -0.68854 -3.03167 0.0 0.0 0.0 0.41
H 2.39814 0.65914 2.55964 0.0 0.0 0.0 0.26
H 2.68681 -0.45416 4.73286 0.0 0.0 0.0 0.49
H 3.51215 -2.77973 4.84360 0.0 0.0 0.0 0.44
H 4.10157 -3.98266 2.76302 0.0 0.0 0.0 0.51
H 3.87629 -2.85939 0.58184 0.0 0.0 0.0 0.57
H 0.87953 4.55908 -0.53843 0.0 0.0 0.0 0.45
H 0.29388 6.36314 1.04006 0.0 0.0 0.0 0.48
H -0.63476 5.80990 3.25696 0.0 0.0 0.0 0.43
H -0.97952 3.45832 3.91799 0.0 0.0 0.0 0.49
H -0.38349 1.63184 2.34753 0.0 0.1 0.0 0.49
H -1.46963 2.76424 -1.65387 0.0 0.0 0.0 0.47
H -1.82923 3.36634 -4.01597 0.0 0.0 0.0 0.46
H -0.00938 3.08280 -5.65970 0.0 0.0 0.0 0.43
H 2.19623 2.23829 -4.93511 0.0 0.0 0.0 0.49
H 2.58005 1.66973 -2.56475 0.0 0.0 0.0 0.54
C -7.68212 -2.87789 0.69187 0.0 0.0 0.0 -2.01
C -7.70474 -1.73853 -0.32824 0.0 0.0 0.0 1.94
C -8.18849 -2.29504 -1.67524 0.0 0.0 0.0 -1.54
C -8.69048 -0.67323 0.16939 0.0 0.0 0.0 -1.63
C -6.31931 -1.12223 -0.52755 0.0 0.0 0.0 0.52
C -6.18970 0.05084 -1.28281 0.0 -0.1 0.0 -0.62
C -4.96935 0.67043 -1.52187 0.1 0.0 0.0 -2.19
C -3.85834 0.07027 -0.97362 -0.1 -0.1 0.0 1.09
O -2.53464 0.46369 -1.02437 0.2 0.0 0.1 0.18
B -1.82953 -0.47717 -0.28631 -0.1 0.7 0.0 0.38
O -2.69954 -1.46875 0.19001 0.2 -0.1 0.0 -0.98
C -3.96541 -1.09054 -0.24110 -0.1 0.1 -0.1 0.22
C -5.16947 -1.71238 0.00288 0.0 0.0 0.0 -0.83
H -8.69921 -3.22885 0.86484 0.0 0.0 0.0 0.43
H -7.27573 -2.55436 1.65218 0.0 0.0 0.0 0.44
H -7.10326 -3.73303 0.33524 0.0 0.0 0.0 0.32
H -9.16986 -2.75827 -1.56224 0.0 0.0 0.0 0.43
H -7.49711 -3.04838 -2.05749 0.0 0.0 0.0 0.36
H -8.27415 -1.50555 -2.42256 0.0 0.0 0.0 0.35
H -9.66302 -1.12994 0.35593 0.0 0.0 0.0 0.45
H -8.84055 0.12207 -0.55964 0.0 0.0 0.0 0.33
H -8.34355 -0.22063 1.09946 0.0 0.0 0.0 0.39
H -7.07689 0.50020 -1.70654 0.0 0.0 0.0 0.41
H -4.89804 1.57858 -2.10370 0.0 0.0 0.0 0.51
H -5.21640 -2.61061 0.60149 0.0 0.0 0.0 0.52
N -1.11762 -5.33295 0.58815 0.0 0.0 0.0 -0.07
C -0.46003 -4.66499 1.76959 0.0 0.0 0.0 -1.02
C -0.52045 -3.16321 1.57637 0.0 0.1 0.1 -0.25
N 0.10889 -2.73403 0.30979 0.1 0.1 0.2 -0.78
C -0.43960 -3.45457 -0.84908 -0.1 0.0 0.0 -0.46
C -0.40326 -4.96589 -0.68367 0.0 0.0 0.0 -0.98
H -2.09263 -5.02361 0.53169 0.0 0.0 0.0 0.35
H -1.13725 -6.34725 0.70882 0.0 0.0 0.0 0.37
H 0.56112 -5.04693 1.80323 0.0 0.0 0.0 0.39
H -0.98562 -4.97246 2.67159 0.0 0.0 0.0 0.47
H -0.01433 -2.66351 2.40095 0.0 0.0 0.0 0.33
H -1.54995 -2.80618 1.57405 0.0 0.0 0.0 0.25
H 1.10996 -2.91555 0.39244 0.0 0.0 -0.1 0.29
H 0.11875 -3.18523 -1.74551 0.0 0.0 0.0 0.42
H -1.46950 -3.11909 -0.98453 0.0 0.0 0.0 0.29
H 0.61336 -5.34670 -0.58076 0.0 0.0 0.0 0.38
H -0.89030 -5.47307 -1.51428 0.0 0.0 0.0 0.48
F -0.32069 -0.40520 1.94759 -0.2 -0.1 -0.2 -0.74

---

[2]
107
Properties=species:S:1:pos:R:3:forces:R:3:mulliken_charge:R:1 method="wB97M-V/def2-TZVPD" total_charge=+2 fmax_ev_per_a=5.4 homo_energy_ev="-13.22 / -13.22" energy_ha=-5579.24413 e_above_lowest_ev=2.397
Ta -18.53361 -6.95012 2.59329 3.4 -0.4 -0.3 -1.84
N -16.80593 -3.94175 2.90870 0.6 0.3 1.0 0.23
P -18.48020 -4.24918 3.25581 1.2 0.5 -1.0 1.30
C -19.12756 -3.09717 1.98638 -1.5 1.3 -1.2 0.81
C -20.00563 -2.01457 2.20481 -0.2 0.6 0.4 -0.15
C -20.48064 -1.17502 1.15864 1.4 -1.0 0.0 -1.03
C -19.88634 -1.24794 -0.10117 0.4 -1.0 0.7 -0.48
C -19.00786 -2.32535 -0.36621 -0.5 0.9 0.4 -0.99
C -18.73389 -3.26276 0.62120 0.4 -0.2 0.7 -0.49
C -18.59447 -3.49424 4.88631 0.4 -1.1 0.7 -0.02
C -19.76743 -2.83338 5.16543 -1.4 1.0 0.4 -0.30
C -19.81021 -1.92442 6.24469 -0.4 -0.4 -0.2 -1.05
C -18.79928 -1.97334 7.17930 -0.1 0.4 0.6 -0.50
C -17.76039 -2.90269 7.06429 -0.1 -0.2 -0.9 -0.72
C -17.58106 -3.64242 5.90139 -1.1 0.2 -0.9 -0.59
C -16.15035 -4.71436 2.01399 -0.1 -0.5 -0.8 0.21
C -14.85964 -4.44389 1.50335 0.3 0.0 0.4 -1.03
C -14.25959 -5.37090 0.66756 0.4 0.8 0.3 -0.61
C -15.05161 -6.36658 0.11234 0.6 -1.3 -1.1 -0.41
C -16.33488 -6.50866 0.51613 -0.4 0.1 0.0 -0.84
N -16.85486 -5.79096 1.53778 -0.6 0.2 0.3 0.63
H -16.32187 -3.10509 3.28624 -0.6 -0.9 -0.4 0.30
H -20.26112 -1.67711 3.23227 0.0 -0.6 -1.1 0.31
H -21.23690 -0.44743 1.35603 -0.1 0.5 0.3 0.49
H -20.01861 -0.47883 -0.84834 -0.4 -0.1 -0.1 0.42
H -18.52269 -2.32231 -1.34133 -0.1 -0.5 0.3 0.43
H -18.08108 -4.09223 0.38284 0.0 0.1 -0.2 0.42
H -20.70211 -3.01079 4.58212 1.1 0.4 0.2 0.80
H -20.63939 -1.21256 6.37055 0.3 -0.6 -0.1 0.41
H -18.86511 -1.31558 8.06291 0.2 -0.4 -0.6 0.40
H -17.09039 -3.02532 7.87163 0.7 -0.1 0.7 0.56
H -16.78962 -4.39217 5.74343 -0.2 0.7 0.2 0.45
H -14.29270 -3.55123 1.79997 -0.5 -0.5 0.2 0.47
H -13.18294 -5.27587 0.42539 -0.9 0.0 0.0 0.46
H -14.66145 -7.07473 -0.63481 -0.2 0.6 0.3 0.49
H -17.06259 -7.14151 0.03251 0.4 -0.5 0.0 0.24
F -21.40552 -5.19988 2.16007 1.5 -1.5 0.3 -0.24
C -20.53542 -6.27349 1.81739 -2.4 -0.3 -0.9 -0.62
F -21.31564 -7.49980 2.02001 1.0 1.7 0.2 -0.34
H -20.49673 -6.19469 0.69686 0.2 -0.1 0.7 0.36
N -19.40969 -7.05042 4.40794 -4.6 0.2 2.9 0.48
C -20.36771 -7.00070 5.15441 0.9 -0.7 -2.2 0.38
N -21.44949 -7.08171 5.87902 0.8 0.6 -0.7 0.08
C -22.91382 -6.80465 5.43558 1.8 -0.8 -1.0 -0.27
C -23.25004 -5.48716 6.03091 -1.4 2.1 0.6 -0.20
O -23.22794 -5.52603 7.46069 1.3 -0.1 -0.6 -0.37
C -21.89931 -5.75791 7.95795 -1.7 -0.7 1.2 -0.61
C -21.29063 -6.99078 7.33495 0.7 -0.9 0.8 -0.62
H -23.50440 -7.62588 5.85101 0.1 0.2 0.0 0.28
H -22.92376 -6.86454 4.33143 -0.1 0.3 0.6 0.27
H -24.31764 -5.22037 5.84269 0.8 -0.3 -0.4 0.40
H -22.61118 -4.62084 5.65736 -0.5 -1.1 0.2 0.03
H -22.09518 -6.00301 9.02999 0.5 0.3 -0.7 0.35
H -21.25060 -4.89410 7.93040 0.1 0.5 -0.4 0.30
H -21.71156 -7.90144 7.77384 -0.2 0.2 -0.2 0.37
H -20.22378 -7.02883 7.54880 0.1 0.0 0.1 0.43
C -14.11488 -9.12932 5.48245 -0.6 0.9 -0.1 -1.23
Si -15.89873 -9.43798 4.98095 0.1 -0.9 0.8 0.53
C -17.12575 -9.57799 6.37620 0.1 0.0 0.6 -0.97
C -15.97148 -10.84679 3.79262 1.2 0.0 -1.5 -0.25
Se -16.37735 -7.38023 4.21863 -1.3 1.6 -1.5 -0.32
H -13.54346 -10.04184 5.59386 0.1 -0.1 0.1 0.39
H -14.10422 -8.52086 6.39963 0.2 -0.3 -0.2 0.32
H -13.68215 -8.49452 4.68746 0.1 -0.4 0.3 0.33
H -17.05936 -10.53042 6.91919 -0.1 0.2 -0.1 0.45
H -18.16497 -9.38390 6.11930 -0.1 -0.4 -0.5 0.12
H -16.92649 -8.76169 7.07205 0.4 -0.1 0.2 0.32
H -16.36367 -11.76446 4.18828 -0.5 -0.3 0.4 0.47
H -14.92073 -11.12024 3.44391 -1.2 0.6 0.3 0.42
H -16.57373 -10.57726 2.90627 0.3 -0.2 0.4 -0.60
C -17.64669 -9.46152 -1.63716 -0.1 0.8 0.1 -1.68
C -17.67258 -10.47015 -0.45531 -1.0 0.0 -0.6 2.00
C -17.95821 -11.84624 -1.16434 0.9 0.6 0.7 -1.84
C -16.31224 -10.44411 0.20976 1.3 0.6 -0.3 -1.63
Si -19.07019 -9.95396 0.78849 -0.6 -1.3 0.3 -0.79
O -18.54806 -8.46393 1.47444 -0.2 1.6 1.1 3.00
C -20.65958 -9.70254 -0.09971 -0.2 0.0 0.0 1.19
C -21.63847 -10.69538 -0.02999 -0.1 -0.3 -0.9 -0.73
C -22.66553 -10.77292 -0.98243 0.2 0.4 1.7 -0.87
C -22.81844 -9.77359 -1.90538 0.9 0.0 -0.4 -0.59
C -21.89495 -8.73397 -1.95046 0.4 0.8 0.2 -0.88
C -20.83766 -8.69516 -1.03690 -0.1 0.6 -0.7 0.22
C -19.54307 -11.10713 2.27415 1.0 -0.6 -0.3 0.44
C -20.33610 -10.75607 3.37602 -0.2 0.1 1.0 0.39
C -20.44810 -11.59640 4.51894 0.0 0.7 -1.0 -0.59
C -19.87229 -12.84882 4.52143 0.5 -0.1 -0.4 -0.81
C -19.07389 -13.23395 3.43322 -0.9 0.8 0.3 -0.73
C -18.93870 -12.39945 2.32916 0.4 -0.1 -0.2 -0.20
H -16.64856 -9.45277 -2.07769 0.0 -0.3 -0.1 0.56
H -17.81784 -8.40464 -1.37744 -0.1 -0.2 0.2 0.09
H -18.37019 -9.67272 -2.42928 0.0 -0.2 0.2 0.33
H -17.20591 -11.93554 -1.96375 -0.1 -0.2 0.3 0.47
H -18.91297 -11.85874 -1.65360 -0.6 0.1 -0.1 0.38
H -17.90608 -12.69865 -0.48443 0.2 0.0 -0.2 0.35
H -15.49776 -10.67572 -0.52519 -0.7 0.0 0.4 0.52
H -16.23439 -11.18593 0.99797 0.1 0.1 0.2 0.27
H -16.03559 -9.41526 0.59162 -0.4 -1.1 -0.1 0.25
H -21.57415 -11.49229 0.68527 0.1 -0.2 0.4 0.43
H -23.42652 -11.51798 -0.84935 -0.1 -0.4 -0.3 0.42
H -23.57524 -9.90268 -2.63922 -0.6 0.4 -0.5 0.44
H -21.97271 -7.91299 -2.67056 -0.1 -0.4 0.2 0.41
H -20.11405 -7.85985 -1.06847 -0.4 -0.5 -0.2 0.27
H -20.94975 -9.83521 3.45522 0.7 -0.3 -0.5 0.40
H -20.96720 -11.20481 5.38903 -0.2 -0.3 -0.2 0.45
H -20.04114 -13.54315 5.33319 0.2 0.1 0.2 0.43
H -18.56224 -14.16839 3.49509 0.2 -0.6 -0.3 0.51
H -18.33967 -12.83765 1.49839 -0.4 0.8 0.6 -0.12